Density functional theory data (ωB97M-V/def2-TZVPD) for a 2-piece molecular cluster, C3H9NO3 overall at a distorted geometry.

Each line ends with the Mulliken charge.
Positions of all 16 atoms, in Å:
O1 -2.20184 -1.05078 -0.10544  -0.28
C1 -1.31927 -0.50876 0.44825  -0.04
C2 0.04087 -0.37258 -0.37761  -0.34
N1 1.18517 -0.86001 0.25742  -0.01
C3 2.05188 -0.09344 1.09915  -0.31
O2 1.17213 0.79875 1.78454  -0.48
H1 -1.36025 -0.38968 1.53846  0.42
H2 0.04454 0.72061 -0.49887  0.28
H3 -0.11146 -0.84010 -1.34602  0.41
H4 1.63931 -1.64284 -0.20711  0.32
H5 2.67816 -0.76788 1.68525  0.38
H6 2.63868 0.61825 0.50675  0.31
H7 1.66189 1.13898 2.52710  0.31
H8 -2.79089 1.84476 -2.39345  0.33
H9 -2.97464 0.38316 -2.27075  0.32
O3 -2.35430 1.02156 -2.64767  -0.64

Properties
* LUMO energy (alpha / beta): -3.96 / -8.15 eV
* 2S+1: 2
* charge: +1
* HOMO (alpha / beta): -14.700 / -14.698 eV
* ΔE to the lowest compared entry with this formula, charge and spin: 108.6 kJ/mol